(1)
Formula: C14H24N4O
Source: the Open Molecules 2025 dataset
Level of theory: ωB97M-V/def2-TZVPD

```
43
Properties=species:S:1:pos:R:3:forces:R:3
H -0.3091 5.3245 0.8684 -1.240 4.396 1.400
H 0.2763 -2.1125 -3.2867 3.316 -0.883 -3.013
H 0.5586 -3.3371 1.4961 0.640 3.578 0.930
H -2.3089 -0.9764 -2.5089 -1.203 0.260 1.216
C -0.8878 3.8700 -0.4908 -1.827 7.034 7.032
H 0.0030 -0.2163 0.9145 2.241 3.630 -1.070
H -1.8843 0.8757 -4.0886 0.852 -1.112 0.069
C -0.7441 -1.7440 -0.2548 -4.557 -0.018 0.647
H -0.3002 0.0222 -4.2183 3.438 -0.330 -3.902
C 2.1020 -0.5633 2.7735 3.531 3.545 5.398
C -1.1219 2.1315 -2.0342 0.705 1.263 -4.054
H 0.0104 -3.3330 3.8661 1.868 3.534 -0.676
C -0.4791 -2.2195 -2.6566 -4.837 6.835 2.604
H -1.0797 -3.0857 -2.5092 0.068 -0.926 0.015
H 1.4057 0.2581 3.1108 0.405 -0.164 -1.406
C -1.1154 0.1519 -3.6839 0.815 10.013 1.201
H -1.7139 -1.0542 -0.3423 1.708 -1.369 0.170
C -0.0235 -1.2207 0.9718 -3.661 -2.808 0.325
H 0.8413 -2.2250 -1.3023 -1.054 2.537 0.519
H -0.1709 -1.4962 4.0841 -3.332 2.745 -0.305
H -1.2666 -2.8712 -0.2246 1.687 2.466 0.339
H 1.3028 4.1675 2.0757 2.350 1.393 3.474
H 1.9735 2.0736 1.2756 -1.144 -1.089 -1.230
C 0.5387 -2.1672 3.8689 3.049 -4.221 0.848
H -1.7449 4.4020 -0.8960 0.412 -0.419 -0.329
O -1.8984 2.9241 -2.6927 1.876 -3.983 1.738
C 1.0380 2.4695 0.7788 4.246 -0.989 -1.727
H 0.0229 0.3409 -1.9918 2.036 -1.864 3.067
H 2.9995 -0.2524 2.1410 -1.938 -0.768 -0.174
N 0.0140 -1.4963 -1.4166 4.097 -5.537 -1.121
H -2.0615 -1.6979 -4.1903 1.211 2.131 2.537
H 1.8161 -2.0971 0.7608 -1.378 -0.519 1.543
H 2.7427 -0.5279 3.8430 -1.365 -0.495 -2.259
C -0.3238 4.3396 0.7620 3.401 -2.720 -3.371
N 0.5581 1.9934 -0.4860 1.897 0.765 6.697
H -0.7319 -1.1108 1.7243 -2.823 -0.421 1.583
N -0.4401 0.9564 -2.5328 -5.649 4.852 -2.937
C -0.4503 2.7352 -0.8262 0.037 -7.157 -5.737
C -1.5031 -0.9835 -3.1744 -4.538 -13.615 -1.196
H 1.0411 -2.1030 4.8561 0.655 -0.453 -0.699
C 0.9105 3.7356 1.2801 -7.742 -1.315 -4.427
N 1.5000 -1.7921 2.6851 2.148 -0.887 12.525
C 0.9041 -2.0884 1.6711 -0.402 -6.914 -16.244
```
Positions in Å, forces in eV/Å.

Its spin multiplicity is 1. For the LUMO energy, the calculation gives 0.09 eV. As for the total charge: 0. Its total energy is -841.6316 hartree. The energy above the lowest of the compared OMol25 structures with the same formula, charge and spin is 1405.4 kJ/mol. The gap between HOMO and LUMO is 8.233 eV.

Atomic partial charges in e from the natural (NBO) method, atoms 1 to 5:
1. H 0.19
2. H 0.19
3. H 0.19
4. H 0.20
5. C -0.21

(2)
Formula: C6H7N
Source: the Open Molecules 2025 dataset
Level of theory: ωB97M-V/def2-TZVPD

```
14
Properties=species:S:1:pos:R:3:forces:R:3
H 0.3283 1.8804 1.8684 -0.034 -0.131 -0.092
H 1.2742 -1.0852 -0.5234 -0.100 0.158 -0.018
H -1.7067 -0.9682 -0.1526 0.175 0.049 0.070
C 0.0222 -0.5530 -2.0718 -0.225 -0.152 -0.983
H 0.2735 1.7489 -0.8450 0.055 -0.131 0.081
N -0.2543 -0.6630 -3.1908 0.247 0.170 1.147
C -0.7116 -0.9683 0.3117 -0.063 -0.143 -0.003
H -1.1741 -0.1527 2.3905 0.075 0.041 -0.138
C 0.3890 -0.4518 -0.6566 0.118 -0.063 0.049
C 0.1462 1.0482 1.1948 -0.149 -0.189 0.053
C -0.6309 0.0016 1.4629 0.162 0.186 -0.035
C 0.7314 0.9930 -0.1939 0.039 0.059 -0.063
H -0.5005 -2.0006 0.6154 -0.102 0.172 -0.053
H 1.8131 1.1708 -0.2095 -0.196 -0.027 -0.013
```
Positions in Å, forces in eV/Å.

Its spin multiplicity is 1. For the LUMO energy, the calculation gives 0.87 eV. As for the total charge: 0. Its SMILES is N#CC1CC=CC1. Its total energy is -287.5563 hartree. The energy above the lowest of the compared OMol25 structures with the same formula, charge and spin is 81.3 kJ/mol. The gap between HOMO and LUMO is 10.651 eV.

Atomic partial charges in e from the natural (NBO) method, atoms 1 to 5:
1. H 0.22
2. H 0.25
3. H 0.22
4. C 0.30
5. H 0.22

(3)
Formula: C5H23BN3O3
Source: the Open Molecules 2025 dataset
Level of theory: ωB97M-V/def2-TZVPD

```
35
Properties=species:S:1:pos:R:3:forces:R:3
N -1.5095 0.9889 -2.1380 -0.296 -0.162 -0.298
H -3.0123 -2.1696 4.4960 -0.019 0.035 -0.021
H 2.4545 4.2046 1.6607 -0.016 0.017 -0.001
H 3.3318 0.8433 -2.5511 -0.050 -0.053 0.071
H -1.2606 1.9101 -1.8048 0.040 0.045 0.071
O 2.1874 2.2593 0.9449 -0.070 0.152 0.082
O -1.5112 -1.3554 0.3256 -0.198 -0.123 0.100
H -1.1509 -1.2628 -0.5760 0.422 -0.027 -0.054
H 0.8349 0.8051 -0.9168 -0.078 0.088 0.017
H -0.7936 -3.3085 0.4662 0.039 -0.021 0.008
H -2.5004 -0.9220 5.6657 -0.033 0.021 -0.027
C -0.2826 0.3349 -2.6565 0.196 -0.009 0.025
H 0.3236 -2.0409 1.0246 0.025 -0.045 -0.016
H -1.8919 0.4821 -1.3513 0.155 0.048 0.253
H 2.2847 -0.6350 -3.4036 -0.023 0.069 -0.017
C 0.9911 0.8402 -1.9979 0.357 -0.069 -0.266
N -0.2084 0.5410 -4.1053 -0.067 -0.155 0.009
C 1.6747 3.4502 1.5042 0.050 -0.095 -0.009
H 0.9539 3.8442 0.7905 -0.015 0.019 -0.001
N -0.4377 -1.1033 -2.3852 -0.729 0.124 0.145
H -1.1107 -2.4545 1.9860 0.012 -0.029 0.025
H 1.0777 1.9025 -2.2787 -0.038 0.042 0.094
H -1.6753 -1.0798 4.1055 0.017 -0.007 -0.020
B 2.4077 0.0400 -2.3756 -0.069 -0.167 0.028
H 2.7067 -0.7479 -1.4646 0.023 0.111 -0.019
C -0.7269 -2.3392 0.9717 -0.048 0.173 -0.039
H -1.3959 -1.3649 -2.6148 0.051 0.006 -0.357
H -1.5987 -3.0277 6.1511 -0.011 -0.046 0.031
O -1.1855 -2.5283 5.4439 -0.022 0.085 -0.045
H 1.1585 3.2746 2.4551 -0.012 0.019 -0.003
H 0.1740 1.4561 -4.3027 0.056 0.025 -0.028
H -1.1480 0.4967 -4.4814 -0.064 0.161 0.007
H 2.8289 1.8796 1.5490 0.055 -0.085 -0.033
C -2.1549 -1.6322 4.9089 0.076 -0.083 0.061
H 0.1649 -1.5813 -3.0452 0.284 -0.064 0.228
```
Positions in Å, forces in eV/Å.

Its spin multiplicity is 1. For the LUMO energy, the calculation gives 2.57 eV. As for the total charge: -1. Its total energy is -619.0919 hartree. The energy above the lowest of the compared OMol25 structures with the same formula, charge and spin is 13.0 kJ/mol. The gap between HOMO and LUMO is 6.902 eV.

Atomic partial charges in e from the natural (NBO) method, atoms 1 to 5:
1. N -0.89
2. H 0.16
3. H 0.15
4. H -0.07
5. H 0.36

| no. | E_HOMO (eV) |
| --- | --- |
| 1 | -8.14 |
| 2 | -9.78 |
| 3 | -4.33 |